Model a:
# C8H12N3S

An isolated ion of composition C8H12N3S and charge +1 (ωB97M-V with the def2-TZVPD basis set, OMol25).

Orbital gap (spin up / spin down) (Eh): 0.269 / 0.269
Charge: +1

Last column: natural (NBO) charge in e.
Element x y z (Å)
1 C -2.27 0.56 -0.93  0.01
2 C -2.08 -0.41 0.11  0.19
3 C -1.35 0.98 -1.96  0.03
4 C 0.04 0.77 -1.80  -0.40
5 C -0.82 -0.94 0.63  -0.47
6 C 0.80 0.74 -0.67  0.26
7 C -1.02 -2.17 1.56  -0.62
8 C 1.48 0.80 1.60  -0.43
9 N -3.58 0.93 -1.04  -0.53
10 N -3.25 -0.77 0.66  -0.61
11 N 0.95 1.53 0.42  -0.49
12 S -4.51 0.02 0.00  0.99
13 H -1.78 1.50 -2.75  0.25
14 H 0.61 0.60 -2.68  0.28
15 H -0.24 -1.20 -0.21  0.22
16 H 1.57 -0.12 -0.53  0.22
17 H -1.97 -2.62 1.27  0.24
18 H -1.33 -1.80 2.46  0.21
19 H -0.18 -2.94 1.81  0.24
20 H 1.58 -0.22 1.35  0.22
21 H 2.44 1.34 2.00  0.26
22 H 0.71 0.86 2.38  0.24
23 H 0.49 2.45 0.50  0.44
24 H -0.15 -0.23 1.31  0.24

Model b:
# C8H12N3S

An isolated ion of composition C8H12N3S and charge +1 (ωB97M-V with the def2-TZVPD basis set, OMol25).

Orbital gap (Eh): 0.331
Charge: +1

Last column: natural (NBO) charge in e.
Element x y z (Å)
1 C 0.81 -0.97 -3.40  -0.16
2 C 1.81 -0.29 -2.73  -0.18
3 C -0.46 -1.12 -2.88  -0.20
4 C 1.53 0.10 -1.45  -0.21
5 C -0.79 -0.56 -1.65  -0.20
6 C 0.26 0.13 -0.97  0.10
7 C 0.27 -0.14 1.33  0.51
8 C -1.33 -0.05 3.54  -0.70
9 N 0.67 -1.32 1.34  -0.67
10 N -0.13 0.70 0.34  -0.34
11 N -0.54 2.00 0.51  -0.61
12 S 0.09 1.01 3.07  0.30
13 H 1.08 -1.44 -4.25  0.22
14 H 2.82 -0.15 -3.10  0.24
15 H -1.22 -1.52 -3.44  0.23
16 H 2.27 0.45 -0.75  0.22
17 H -1.72 -0.61 -1.07  0.23
18 H -1.34 -0.91 2.88  0.24
19 H -2.28 0.37 3.57  0.25
20 H -1.10 -0.35 4.52  0.25
21 H 0.76 -1.97 2.15  0.43
22 H -0.60 1.84 2.12  0.24
23 H 0.32 2.69 0.56  0.39
24 H -1.18 2.11 -0.24  0.42

Model c:
# C8H12N3S

C8H12N3S as an isolated structure (ωB97M-V with the def2-TZVPD basis set, OMol25).

Orbital gap (Eh): 0.301
Charge: +1

Last column: natural (NBO) charge in e.
Element x y z (Å)
1 C -2.67 2.00 0.20  -0.24
2 C -1.22 1.78 0.41  -0.25
3 C -3.51 1.00 -0.22  0.00
4 C -0.72 0.59 0.09  0.14
5 C -2.00 -0.92 -0.30  0.11
6 C 1.70 0.21 0.15  0.59
7 C 2.16 -2.20 -0.20  -0.62
8 C 2.61 -0.88 0.37  -0.49
9 N -3.16 -0.33 -0.48  -0.56
10 N 2.28 1.41 -0.12  -0.75
11 N 0.42 -0.08 0.24  -0.60
12 S -1.27 -2.37 -0.22  0.03
13 H -3.10 2.96 0.54  0.25
14 H -0.63 2.69 0.79  0.23
15 H -4.61 1.24 -0.31  0.25
16 H 1.80 -2.11 -1.32  0.22
17 H 3.05 -2.87 -0.32  0.26
18 H 1.26 -2.55 0.26  0.22
19 H 3.53 -0.63 -0.23  0.24
20 H 2.72 -0.97 1.46  0.27
21 H -3.78 -0.85 -0.99  0.42
22 H 3.26 1.71 -0.12  0.44
23 H 1.74 2.30 -0.06  0.42
24 H 0.15 -1.12 0.37  0.43

The most stable arrangement is model c, and the next structure is 0.0432 hartree less stable.

Model a:
# C6H10O3

An isolated molecule of C6H10O3 (ωB97M-V with the def2-TZVPD basis set, OMol25).

Orbital gap (Eh): 0.381

Last column: natural (NBO) charge in e.
Element x y z (Å)
1 C 0.24 -1.09 -1.58  -0.61
2 C 0.07 -0.74 -0.16  0.20
3 C 1.42 -0.89 0.52  -0.64
4 O -1.07 -1.58 0.23  -0.28
5 O -2.11 -0.91 0.99  -0.24
6 C -1.90 0.48 0.79  0.29
7 O -1.97 0.94 -0.51  -0.47
8 C -0.61 0.65 0.08  0.21
9 C 0.35 1.95 0.33  -0.65
10 H 0.44 -2.20 -1.44  0.22
11 H 1.06 -0.60 -2.16  0.22
12 H -0.66 -0.97 -2.01  0.22
13 H 1.43 -1.75 1.23  0.24
14 H 1.76 -0.01 1.02  0.22
15 H 2.13 -1.24 -0.24  0.22
16 H -2.10 1.06 1.65  0.18
17 H 1.01 1.86 1.18  0.22
18 H -0.42 2.65 0.67  0.22
19 H 0.95 2.39 -0.59  0.23

Model b:
# C6H10O3

An isolated molecule of C6H10O3 (ωB97M-V with the def2-TZVPD basis set, OMol25).

Orbital gap (Eh): 0.398

Last column: natural (NBO) charge in e.
Element x y z (Å)
1 C -1.02 2.03 -3.23  -0.69
2 C -0.59 1.57 -1.93  0.09
3 C -0.22 1.22 -0.84  -0.11
4 C 0.35 0.63 0.35  0.71
5 O 1.74 0.60 0.32  -0.71
6 O -0.03 1.50 1.58  -0.76
7 O -0.16 -0.64 0.49  -0.51
8 C 0.27 -1.36 1.64  -0.08
9 C -0.08 -2.83 1.44  -0.62
10 H -0.21 1.89 -3.95  0.24
11 H -1.29 3.08 -3.18  0.24
12 H -1.89 1.45 -3.56  0.24
13 H 2.07 1.47 0.07  0.49
14 H 0.43 1.13 2.34  0.46
15 H 1.36 -1.25 1.77  0.19
16 H -0.24 -0.97 2.53  0.17
17 H -1.15 -2.93 1.28  0.21
18 H 0.44 -3.22 0.58  0.21
19 H 0.20 -3.39 2.33  0.21

Model c:
# C6H10O3

A 2-piece molecular cluster, C6H10O3 overall (ωB97M-V with the def2-TZVPD basis set, OMol25).

Orbital gap (Eh): 0.330

Last column: natural (NBO) charge in e.
Element x y z (Å)
1 C 1.33 -1.96 -0.77  -0.60
2 C 1.21 -0.77 -0.31  0.36
3 C -1.47 -1.11 1.12  -0.15
4 C -0.98 -0.17 0.14  0.46
5 C 1.82 1.09 1.02  -0.25
6 C -1.33 1.56 -1.28  -0.25
7 O -1.76 -1.27 -0.25  -0.51
8 O 1.94 0.29 -0.15  -0.53
9 O -1.34 1.10 0.07  -0.52
10 H 2.28 -2.45 -1.12  0.23
11 H 0.31 -2.36 -0.93  0.25
12 H -0.85 -1.94 1.63  0.18
13 H -2.28 -0.89 1.82  0.18
14 H 2.70 1.69 1.11  0.21
15 H 1.51 0.35 1.88  0.19
16 H 0.90 1.67 0.94  0.20
17 H -1.81 2.52 -1.33  0.19
18 H -1.84 0.96 -1.90  0.18
19 H -0.34 1.70 -1.69  0.18

The most stable arrangement is model b, and the next structure is 0.1126 hartree less stable.

Model a:
# C6H10O3

C6H10O3 as an isolated structure (ωB97M-V with the def2-TZVPD basis set, OMol25).

Orbital gap (Eh): 0.309

Last column: natural (NBO) charge in e.
Element x y z (Å)
1 C -0.31 0.43 -0.46  -0.21
2 C -0.42 1.44 0.43  0.30
3 C 0.58 -0.61 0.37  -0.29
4 C 0.07 0.60 -1.90  -0.65
5 C 1.00 -0.54 1.82  -0.63
6 C -0.84 -1.28 0.17  0.76
7 O -0.85 -2.14 -0.91  -0.72
8 O -0.29 2.75 0.14  -0.64
9 O -1.61 -1.43 1.10  -0.69
10 H -1.60 -2.74 -0.78  0.49
11 H -0.12 2.88 -0.80  0.49
12 H -0.80 1.30 1.43  0.21
13 H 1.36 -0.94 -0.31  0.23
14 H 1.09 0.97 -2.03  0.21
15 H -0.60 1.32 -2.38  0.21
16 H -0.01 -0.37 -2.40  0.25
17 H 0.13 -0.51 2.47  0.24
18 H 1.65 0.31 2.01  0.20
19 H 1.55 -1.45 2.05  0.23

Model b:
# C6H10O3

A 2-piece molecular cluster, C6H10O3 overall (ωB97M-V with the def2-TZVPD basis set, OMol25).

Orbital gap (Eh): 0.371

Last column: natural (NBO) charge in e.
Element x y z (Å)
1 C 1.55 -0.69 1.81  -0.61
2 C 0.11 -0.19 1.82  -0.51
3 C -0.12 1.02 0.95  0.80
4 O -1.21 1.38 0.56  -0.63
5 O 0.99 1.69 0.65  -0.68
6 H 2.22 0.08 2.21  0.21
7 H 1.64 -1.58 2.43  0.21
8 H 1.87 -0.92 0.80  0.24
9 H -0.57 -0.97 1.48  0.23
10 H -0.19 0.09 2.83  0.24
11 H 0.80 2.46 0.10  0.50
12 O 1.14 -0.60 -1.40  -0.50
13 C 0.00 -0.43 -1.70  0.61
14 C -1.38 -0.90 -1.67  -0.54
15 C -0.98 0.39 -2.41  -0.54
16 H -1.64 -1.77 -2.26  0.23
17 H -1.95 -0.79 -0.76  0.25
18 H -0.98 0.40 -3.49  0.23
19 H -1.30 1.32 -1.97  0.25

The most stable arrangement is model b, and the next structure is 0.0527 hartree less stable.

Model a:
# C6H10O3

A 2-piece molecular cluster, C6H10O3 overall (ωB97M-V with the def2-TZVPD basis set, OMol25).

Orbital gap (Eh): 0.342

Last column: natural (NBO) charge in e.
Element x y z (Å)
1 C 2.20 1.54 1.47  -0.62
2 C 1.49 0.24 1.84  -0.52
3 C 0.02 0.19 1.47  0.80
4 O -0.52 -0.83 1.14  -0.59
5 O -0.69 1.32 1.63  -0.67
6 H 2.07 1.74 0.40  0.22
7 H 3.27 1.44 1.67  0.23
8 H 1.84 2.39 2.04  0.19
9 H 1.96 -0.61 1.36  0.24
10 H 1.54 0.08 2.93  0.23
11 H -0.13 2.09 1.79  0.49
12 C -1.73 -2.15 -2.33  -0.59
13 C -1.92 -0.66 -2.42  -0.55
14 C -1.17 0.18 -1.79  0.73
15 O -0.45 0.92 -1.25  -0.49
16 H -1.40 -2.55 -3.29  0.21
17 H -0.98 -2.39 -1.58  0.23
18 H -2.66 -2.64 -2.06  0.21
19 H -2.75 -0.29 -3.01  0.25

Model b:
# C6H10O3

A 2-piece molecular cluster, C6H10O3 overall (ωB97M-V with the def2-TZVPD basis set, OMol25).

Orbital gap (spin up / spin down) (Eh): 0.298 / 0.298

Last column: natural (NBO) charge in e.
Element x y z (Å)
1 C -1.02 -0.89 -1.08  -0.16
2 C -1.04 1.36 0.84  -0.93
3 C -1.06 0.06 1.34  0.92
4 O -1.60 0.12 -1.84  -0.75
5 O -1.08 -0.79 2.11  -0.38
6 H -0.86 0.72 -2.09  0.50
7 H -1.72 -1.17 -0.28  0.15
8 H -0.87 -1.82 -1.63  0.17
9 H -1.90 1.54 0.19  0.32
10 H -0.94 2.10 1.63  0.30
11 H -0.11 1.41 -0.04  0.42
12 C 0.75 -0.33 -0.96  0.11
13 C 1.40 -0.85 0.29  -0.24
14 C 2.11 -0.09 1.12  -0.42
15 O 0.73 0.98 -1.14  -0.79
16 H 1.09 -0.90 -1.83  0.18
17 H 1.26 -1.91 0.49  0.20
18 H 2.61 -0.51 1.99  0.20
19 H 2.27 0.96 0.91  0.21

The most stable arrangement is model a, and the next structure is 0.1470 hartree less stable.

Model a:
# C3H4CsLiO3

C3H4CsLiO3 as an isolated structure (ωB97M-V with the def2-TZVPD basis set, OMol25).

Orbital gap (spin up / spin down) (Eh): 0.223 / 0.220
<S²>: 0.7596
Spin multiplicity: 2
Charge: +1

Last column: Löwdin spin population.
Element x y z (Å)
1 O -1.99 1.12 -0.58  -0.02
2 C -1.06 1.72 0.11  -0.01
3 C 0.00 0.86 0.74  0.04
4 Cs -2.89 -1.21 -2.48  0.01
5 H 0.21 1.83 -0.40  -0.01
6 H -0.47 0.25 1.53  0.00
7 H 0.79 1.39 1.27  0.00
8 O 0.39 -0.75 -0.34  0.22
9 C 1.48 -1.37 -0.23  0.54
10 Li 3.15 -3.77 -0.21  0.02
11 O 1.77 -2.55 -0.24  0.21
12 H -1.39 2.49 0.84  0.00

Model b:
# C3H4CsLiO3

C3H4CsLiO3 as an isolated structure (ωB97M-V with the def2-TZVPD basis set, OMol25).

Orbital gap (spin up / spin down) (Eh): 0.233 / 0.268
<S²>: 0.7537
Spin multiplicity: 2
Charge: +1

Last column: Löwdin spin population.
Element x y z (Å)
1 O -0.02 0.26 1.42  0.00
2 C 0.23 1.03 0.29  0.12
3 C 0.96 0.30 -0.79  0.69
4 O -1.35 -1.36 -2.87  0.01
5 C -1.40 -1.81 -1.81  0.02
6 O -1.23 -2.17 -0.71  0.01
7 Cs 0.60 1.55 5.26  0.00
8 Li -0.66 -1.38 1.07  0.00
9 H 0.84 1.93 0.54  0.04
10 H -0.71 1.44 -0.14  0.02
11 H 1.59 -0.56 -0.52  0.04
12 H 1.14 0.78 -1.75  0.04

The most stable arrangement is model b, and the next structure is 0.1841 hartree less stable.

Model a:
# C9H9NO

An isolated molecule of C9H9NO (ωB97M-V with the def2-TZVPD basis set, OMol25).

Orbital gap (Eh): 0.322

Last column: natural (NBO) charge in e.
Element x y z (Å)
1 O -1.28 2.33 0.12  -0.51
2 C -1.19 1.09 0.02  0.52
3 C -2.36 0.06 0.11  -0.45
4 C -2.07 -1.31 -0.45  -0.42
5 C -0.78 -1.72 0.22  -0.46
6 C 0.34 -0.94 0.08  0.02
7 C 1.78 -1.29 0.20  -0.19
8 C 2.84 -0.40 -0.07  -0.22
9 C 2.30 0.97 -0.25  0.09
10 N 1.10 1.26 0.02  -0.38
11 C 0.03 0.41 -0.02  0.01
12 H -3.38 0.40 -0.12  0.24
13 H -1.98 0.02 1.33  0.21
14 H -1.96 -1.16 -1.51  0.21
15 H -3.07 -1.84 -0.59  0.25
16 H -0.86 -2.09 1.30  0.24
17 H -0.55 -2.63 -0.31  0.23
18 H 2.08 -2.40 0.23  0.21
19 H 3.81 -0.67 0.05  0.21
20 H 3.09 1.68 -0.56  0.18

Model b:
# C9H9NO

An isolated molecule of C9H9NO (ωB97M-V with the def2-TZVPD basis set, OMol25).

Orbital gap (spin up / spin down) (Eh): 0.249 / 0.263

Last column: natural (NBO) charge in e.
Element x y z (Å)
1 C -2.81 -0.03 0.00  -0.24
2 C -2.61 -1.35 0.24  -0.22
3 C -1.86 0.88 -0.02  -0.17
4 C -1.33 -1.83 0.19  -0.21
5 C -0.51 0.46 0.00  -0.19
6 C -0.25 -0.95 -0.02  0.15
7 C 0.54 1.36 0.12  0.07
8 C 1.29 2.41 0.35  -0.48
9 C 2.17 -0.68 -0.26  0.26
10 N 1.01 -1.42 -0.08  -0.56
11 O 3.36 -1.30 0.22  -0.72
12 H -3.74 0.42 -0.10  0.21
13 H -3.30 -2.10 0.54  0.22
14 H -2.20 1.91 -0.15  0.22
15 H -1.15 -2.87 0.41  0.20
16 H 2.02 2.51 1.22  0.22
17 H 1.48 3.21 -0.49  0.20
18 H 2.37 -0.15 -1.21  0.16
19 H 1.23 -2.41 0.31  0.41
20 H 4.17 -0.97 -0.11  0.49

The most stable arrangement is model a, and the next structure is 0.0511 hartree less stable.